60
Properties=species:S:1:pos:R:3:mulliken_charge:R:1 method="wB97M-V/def2-TZVPD" homo_energy_ha=-0.1957 charge=-1 max_force_ev_per_a=3.44 multiplicity=1 energy_ha=-2104.721498 gap_ev=7.400
C 2.08 1.30 2.44 -0.4463
C 2.11 2.62 1.65 -0.4690
O 1.14 2.62 0.64 -0.0278
C 0.64 3.90 0.36 -0.7463
C -0.77 3.76 -0.21 -0.3333
O -1.52 3.05 0.74 -0.2479
C -2.55 2.26 0.20 -0.6037
C -2.53 0.85 0.83 -0.5309
O -1.17 0.53 1.00 0.0276
C -0.84 -0.81 0.74 -1.9289
N -0.08 -0.86 -0.50 1.6130
C -0.85 -0.44 -1.63 -0.4021
O -1.64 -1.14 -2.22 -0.5522
O -0.60 0.82 -2.00 0.0777
C 0.08 0.91 -3.31 0.5636
O 1.23 1.37 -3.26 -0.6649
O -0.54 0.52 -4.28 -0.6764
C 0.64 -2.06 -0.80 -1.2441
I -0.06 -3.90 0.13 0.0914
C 2.17 -1.95 -0.53 -0.1750
C 2.73 -0.53 -0.67 -0.9541
I 3.05 -3.14 -2.13 0.0119
H 3.06 0.82 2.41 0.1211
H 1.33 0.63 2.02 -0.2912
H 1.79 1.48 3.48 0.4559
H 3.12 2.77 1.26 0.3009
H 1.93 3.41 2.39 0.4105
H 0.54 4.50 1.28 0.4247
H 1.31 4.43 -0.32 0.2568
H -0.69 3.25 -1.17 0.1919
H -1.17 4.78 -0.34 0.2736
H -2.44 2.09 -0.88 0.5095
H -3.53 2.73 0.30 0.3115
H -3.01 0.93 1.80 0.2993
H -3.07 0.21 0.13 0.4602
H -1.75 -1.41 0.72 0.5302
H -0.20 -1.14 1.56 0.4894
H 0.54 -2.22 -1.86 0.5929
H 2.47 -2.45 0.38 0.6822
H 3.64 -0.49 -0.07 0.3645
H 2.06 0.23 -0.27 -0.1196
H 3.00 -0.29 -1.68 0.5233
O -0.30 -3.24 -4.25 -0.5978
H -0.03 -2.84 -5.09 0.2962
H -0.53 -2.49 -3.70 0.3293
O -1.17 -7.55 0.09 -0.6556
H -1.39 -7.67 -0.84 0.3303
H -0.70 -6.71 0.12 0.2235
O -5.32 1.41 1.45 -0.5910
H -5.19 1.45 2.40 0.3155
H -5.89 2.15 1.26 0.2888
O -1.46 2.98 3.89 -0.7339
H -1.61 2.79 2.95 0.3776
H -0.90 3.76 3.87 0.2890
O 4.77 0.19 3.70 -0.5743
H 5.14 -0.58 4.14 0.2728
H 5.26 0.93 4.09 0.2799
O -0.85 -6.39 -3.83 -0.6260
H -1.16 -6.54 -4.72 0.2914
H -0.34 -5.57 -3.89 0.3140

51
Properties=species:S:1:pos:R:3:mulliken_charge:R:1 method="wB97M-V/def2-TZVPD" homo_energy_ha=-0.2258 max_force_ev_per_a=2.55 multiplicity=1 relative_energy_ev=0.970 energy_ha=-1507.210209 gap_ev=6.110
K -2.66 -8.18 25.35 0.7318
C -1.18 -6.51 22.01 -0.5123
C -0.60 -5.73 23.15 -0.5462
O -1.43 -5.67 24.29 -0.9243
H -0.64 -6.46 21.07 0.4015
H -2.16 -6.16 21.69 0.2558
H -1.29 -7.55 22.35 -0.1842
H -0.31 -4.73 22.82 0.3178
H 0.38 -6.13 23.37 0.1988
C -0.08 -10.24 23.43 -0.8624
O -1.45 -9.98 23.28 -0.0716
C -2.20 -11.10 22.94 -0.7691
C -3.63 -11.02 23.54 -0.7867
N -3.55 -10.80 24.97 0.0051
C -4.79 -11.07 25.66 -0.9180
C -4.67 -10.78 27.20 -0.6084
O -4.51 -9.39 27.42 -0.1445
C -4.15 -8.95 28.73 -0.8549
H 0.43 -9.32 23.74 0.2091
H 0.47 -10.60 22.56 0.3402
H 0.08 -10.96 24.23 0.3600
H -1.72 -12.01 23.30 0.4613
H -2.32 -11.25 21.87 0.3553
H -4.20 -11.93 23.36 0.4534
H -4.14 -10.18 23.08 0.3579
H -2.95 -11.56 25.28 0.1371
H -5.07 -12.12 25.50 0.4286
H -5.60 -10.50 25.20 0.3882
H -3.80 -11.26 27.65 0.3515
H -5.55 -11.12 27.76 0.4108
H -4.05 -7.87 28.82 0.2579
H -3.17 -9.33 28.99 0.3105
H -4.90 -9.31 29.44 0.3551
C -6.33 -5.00 24.75 -1.0239
C -5.01 -4.56 25.38 -0.2956
O -4.15 -5.67 25.50 -0.4316
H -6.09 -5.24 23.71 0.2354
H -7.10 -4.24 24.85 0.3583
H -6.76 -5.84 25.29 0.2486
H -5.14 -4.05 26.33 0.2903
H -4.55 -3.74 24.83 0.3499
H -3.30 -5.45 25.10 0.3110
C 1.79 -9.65 27.10 -0.9827
C 0.63 -8.93 27.83 -0.4255
O -0.27 -8.43 26.88 -0.2700
H 1.45 -10.49 26.48 0.1972
H 2.38 -10.06 27.92 0.3936
H 2.43 -9.05 26.45 0.2957
H 1.05 -8.06 28.33 0.3140
H 0.25 -9.58 28.63 0.3214
H 0.06 -7.57 26.63 0.2091